Entry 1:
Molecular formula: C9H36N18O9
Method: DFT, ωB97M-V with the def2-TZVPD basis set

Summary:
expectation value of S²	0.758
Kohn-Sham gap (alpha / beta)	8.561 / 2.993	eV
charge	+1
spin multiplicity	2

Each atom is followed by the atoms it is bonded to, with distances in Å.
Element x y z (Å)
1 C 6.35711 -3.54477 -0.10623  O2 1.221, N3 1.267, N4 1.328
2 O 6.33474 -3.69810 -1.31783  C1 1.221
3 N 7.37618 -3.18831 0.55719  C1 1.267, H5 1.010, H6 1.010
4 N 5.32697 -3.66424 0.72325  C1 1.328, H7 1.010, H8 1.010
5 H 7.39841 -3.01889 1.55263  N3 1.010
6 H 8.11302 -2.73130 0.03920  N3 1.010
7 H 4.51183 -4.02277 0.24671  N4 1.010
8 H 5.38152 -3.60280 1.72991  N4 1.010
9 C 11.66413 -3.95988 2.36286  O10 1.218, N11 1.275, N12 1.351
10 O 11.96011 -4.52983 3.39774  C9 1.218
11 N 10.52090 -4.15349 1.83269  C9 1.275, H13 1.010, H14 1.010
12 N 12.40800 -3.06803 1.67357  C9 1.351, H15 1.010, H16 1.010
13 H 9.85387 -4.64785 2.40782  N11 1.010
14 H 10.45184 -3.63204 0.97047  N11 1.010
15 H 13.30289 -2.71829 1.98493  N12 1.010
16 H 12.31087 -2.87605 0.68675  N12 1.010
17 C 9.95943 -7.11365 5.06294  O18 1.224, N19 1.295, N20 1.281
18 O 9.15659 -6.87516 4.17070  C17 1.224
19 N 11.11935 -6.53956 5.10881  C17 1.295, H21 1.010, H22 1.010
20 N 9.93820 -8.06141 5.92504  C17 1.281, H23 1.010, H24 1.010
21 H 11.31173 -5.94132 4.31812  N19 1.010
22 H 11.87189 -6.85364 5.70475  N19 1.010
23 H 10.72075 -8.21899 6.54382  N20 1.010
24 H 9.08574 -8.60308 5.92287  N20 1.010
25 C 16.20382 -1.30598 2.74502  O26 1.218, N27 1.290, N28 1.332
26 O 15.09209 -1.79200 2.85077  C25 1.218
27 N 17.35803 -1.75940 2.38792  C25 1.290, H29 1.010, H30 1.010
28 N 16.35523 -0.07696 3.23582  C25 1.332, H31 1.010, H32 1.010
29 H 17.24511 -2.71302 2.07494  N27 1.010
30 H 17.88446 -1.29801 1.65984  N27 1.010
31 H 17.22968 0.42798 3.25774  N28 1.010
32 H 15.46967 0.36013 3.44755  N28 1.010
33 C 7.13411 -2.46036 4.05919  O34 1.174, N35 1.270, N36 1.351
34 O 7.56337 -2.35200 2.97169  C33 1.174
35 N 6.20567 -1.80460 4.62463  C33 1.270, H37 1.010, H38 1.010
36 N 7.64639 -3.37569 4.91052  C33 1.351, H39 1.010, H40 1.010
37 H 6.33042 -1.59471 5.60468  N35 1.010
38 H 5.60734 -1.21825 4.06045  N35 1.010
39 H 8.37201 -3.99435 4.57764  N36 1.010
40 H 7.65122 -3.01334 5.85328  N36 1.010
41 C 14.45793 -0.99171 -0.61228  O42 1.247, N43 1.312, N44 1.203
42 O 14.35640 0.01340 0.11857  C41 1.247
43 N 13.42842 -1.65185 -1.08748  C41 1.312, H45 1.010, H46 1.010
44 N 15.41165 -1.63638 -0.96250  C41 1.203, H47 1.010, H48 1.010
45 H 12.50447 -1.34945 -0.81370  N43 1.010
46 H 13.48834 -2.33886 -1.82540  N43 1.010
47 H 16.33758 -1.28933 -0.75683  N44 1.010
48 H 15.25626 -2.52307 -1.42046  N44 1.010
49 C 8.28038 -7.11972 0.81561  O50 1.224, N51 1.329, N52 1.307
50 O 8.14903 -8.27296 1.20387  C49 1.224
51 N 8.40165 -6.76882 -0.46064  C49 1.329, H53 1.010, H54 1.010
52 N 8.27181 -6.12741 1.66595  C49 1.307, H55 1.010, H56 1.010
53 H 8.22812 -7.30050 -1.30165  N51 1.010
54 H 8.81225 -5.88408 -0.72284  N51 1.010
55 H 8.08181 -6.29648 2.64340  N52 1.010
56 H 8.02878 -5.27203 1.18702  N52 1.010
57 C 10.06031 -2.32078 -1.64683  O58 1.229, N59 1.338, N60 1.311
58 O 10.25584 -2.34327 -0.43403  C57 1.229
59 N 10.14592 -1.18995 -2.35738  C57 1.338, H61 1.010, H62 1.010
60 N 9.97300 -3.37725 -2.41805  C57 1.311, H63 1.010, H64 1.010
61 H 10.32033 -0.30825 -1.89662  N59 1.010
62 H 9.86064 -1.18063 -3.32621  N59 1.010
63 H 10.15660 -4.26463 -1.97202  N60 1.010
64 H 9.75281 -3.36890 -3.40372  N60 1.010
65 C 16.55812 -5.42749 2.77438  O66 1.210, N67 1.285, N68 1.289
66 O 17.58322 -4.84638 2.49734  C65 1.210
67 N 15.45104 -4.78266 2.87336  C65 1.285, H69 1.010, H70 1.010
68 N 16.50238 -6.71062 2.66344  C65 1.289, H71 1.010, H72 1.010
69 H 15.55853 -3.79827 2.67456  N67 1.010
70 H 14.58102 -5.02291 3.32662  N67 1.010
71 H 15.60943 -7.17990 2.71358  N68 1.010
72 H 17.37891 -7.19097 2.80854  N68 1.010

Just the Löwdin charges please, in e? Sure, here they are: atom 1 (C): -0.802, atom 2 (O): 0.022, atom 3 (N): 0.163, atom 4 (N): 0.175, atom 5 (H): 0.028, atom 6 (H): 0.096, atom 7 (H): 0.118, atom 8 (H): 0.105, atom 9 (C): -0.718, atom 10 (O): 0.012, atom 11 (N): 0.186, atom 12 (N): 0.203, atom 13 (H): 0.088, atom 14 (H): 0.062, atom 15 (H): 0.073, atom 16 (H): 0.062, atom 17 (C): -0.766, atom 18 (O): -0.003, atom 19 (N): 0.178, atom 20 (N): 0.181, atom 21 (H): 0.056, atom 22 (H): 0.124, atom 23 (H): 0.127, atom 24 (H): 0.130, atom 25 (C): -0.753, atom 26 (O): 0.018, atom 27 (N): 0.184, atom 28 (N): 0.162, atom 29 (H): 0.072, atom 30 (H): 0.123, atom 31 (H): 0.113, atom 32 (H): 0.117, atom 33 (C): -0.771, atom 34 (O): 0.075, atom 35 (N): 0.194, atom 36 (N): 0.171, atom 37 (H): 0.130, atom 38 (H): 0.138, atom 39 (H): 0.098, atom 40 (H): 0.107, atom 41 (C): -0.812, atom 42 (O): 0.027, atom 43 (N): 0.141, atom 44 (N): 0.192, atom 45 (H): 0.085, atom 46 (H): 0.113, atom 47 (H): 0.144, atom 48 (H): 0.137, atom 49 (C): -0.565, atom 50 (O): 0.367, atom 51 (N): 0.245, atom 52 (N): 0.277, atom 53 (H): 0.148, atom 54 (H): 0.117, atom 55 (H): 0.106, atom 56 (H): 0.098, atom 57 (C): -0.714, atom 58 (O): -0.011, atom 59 (N): 0.182, atom 60 (N): 0.186, atom 61 (H): 0.128, atom 62 (H): 0.116, atom 63 (H): 0.109, atom 64 (H): 0.126, atom 65 (C): -0.812, atom 66 (O): 0.024, atom 67 (N): 0.197, atom 68 (N): 0.170, atom 69 (H): 0.062, atom 70 (H): 0.104, atom 71 (H): 0.111, atom 72 (H): 0.123


Entry 2:
Molecular formula: C9H36O9
Method: DFT, ωB97M-V with the def2-TZVPD basis set

Summary:
structure (SMILES)	CO.CO.CO.CO.CO.CO.CO.CO.CO
Kohn-Sham gap	10.197	eV
charge	0
spin multiplicity	1

Each atom is followed by the atoms it is bonded to, with distances in Å.
Element x y z (Å)
1 C 4.88499 -0.52484 1.04917  O2 1.380, H3 1.090, H4 1.090, H5 1.090
2 O 4.39978 -1.81320 1.14347  C1 1.380, H6 0.960
3 H 4.93784 -0.14591 2.06982  C1 1.090
4 H 5.90762 -0.69659 0.71327  C1 1.090
5 H 4.25619 0.12020 0.43548  C1 1.090
6 H 3.63775 -1.84054 1.72671  O2 0.960
7 C 1.61642 -4.20810 3.54957  O8 1.456, H9 1.090, H10 1.090, H11 1.090
8 O 1.73851 -2.84141 4.03757  C7 1.456, H12 0.960
9 H 1.51641 -4.25296 2.46510  C7 1.090
10 H 2.52342 -4.71436 3.87993  C7 1.090
11 H 0.73297 -4.73886 3.90442  C7 1.090
12 H 1.40798 -2.74232 4.93342  O8 0.960
13 C -3.28490 -0.57384 2.50664  O14 1.440, H15 1.090, H16 1.090, H17 1.090
14 O -3.51075 -0.13412 1.15454  C13 1.440, H18 0.960
15 H -2.40521 -1.21576 2.55334  C13 1.090
16 H -3.00617 0.22953 3.18855  C13 1.090
17 H -4.10428 -1.16566 2.91463  C13 1.090
18 H -4.29232 0.42269 1.12798  O14 0.960
19 C 0.17180 -1.13925 -0.96800  O20 1.346, H21 1.090, H22 1.090, H23 1.090
20 O -0.98853 -0.98083 -1.63160  C19 1.346, H24 0.960
21 H 0.87437 -0.43627 -1.41558  C19 1.090
22 H 0.05812 -0.82850 0.07056  C19 1.090
23 H 0.54274 -2.16392 -0.94428  C19 1.090
24 H -1.65818 -0.69111 -1.00773  O20 0.960
25 C -1.88658 4.50115 0.14843  O26 1.483, H27 1.090, H28 1.090, H29 1.090
26 O -0.59316 5.22561 0.13949  C25 1.483, H30 0.960
27 H -2.68161 5.18402 -0.15109  C25 1.090
28 H -1.88569 3.72994 -0.62185  C25 1.090
29 H -2.06725 4.01860 1.10896  C25 1.090
30 H -0.39886 5.62793 -0.71021  O26 0.960
31 C 3.43983 -6.06908 -0.95188  O32 1.344, H33 1.090, H34 1.090, H35 1.090
32 O 4.08239 -4.91701 -1.20953  C31 1.344, H36 0.960
33 H 3.56659 -6.80510 -1.74580  C31 1.090
34 H 3.83480 -6.52849 -0.04577  C31 1.090
35 H 2.36095 -5.98047 -0.82444  C31 1.090
36 H 4.04787 -4.36871 -0.42227  O32 0.960
37 C -5.53712 1.89915 -3.53219  O38 1.444, H39 1.090, H40 1.090, H41 1.090
38 O -6.82334 2.42493 -3.14104  C37 1.444, H42 0.960
39 H -4.80704 2.69922 -3.65456  C37 1.090
40 H -5.07547 1.16676 -2.86992  C37 1.090
41 H -5.58123 1.37889 -4.48901  C37 1.090
42 H -7.20938 2.82617 -3.92306  O38 0.960
43 C 1.57830 2.88456 3.26173  O44 1.389, H45 1.090, H46 1.090, H47 1.090
44 O 2.28813 3.93703 2.69887  C43 1.389, H48 0.960
45 H 0.73270 3.27495 3.82799  C43 1.090
46 H 1.22566 2.13837 2.54974  C43 1.090
47 H 2.21509 2.27830 3.90597  C43 1.090
48 H 1.67719 4.40700 2.12660  O44 0.960
49 C -0.30944 2.36613 -4.92154  O50 1.419, H51 1.090, H52 1.090, H53 1.090
50 O -0.77063 1.05187 -5.19244  C49 1.419, H54 0.960
51 H 0.46328 2.31379 -4.15456  C49 1.090
52 H 0.13970 2.84478 -5.79175  C49 1.090
53 H -1.05953 3.02208 -4.47972  C49 1.090
54 H -0.92291 0.54374 -4.39229  O50 0.960

Just the natural (NBO) charges please, in e? Sure, here they are: atom 1 (C): -0.239, atom 2 (O): -0.735, atom 3 (H): 0.159, atom 4 (H): 0.184, atom 5 (H): 0.163, atom 6 (H): 0.468, atom 7 (C): -0.255, atom 8 (O): -0.746, atom 9 (H): 0.182, atom 10 (H): 0.175, atom 11 (H): 0.171, atom 12 (H): 0.473, atom 13 (C): -0.257, atom 14 (O): -0.735, atom 15 (H): 0.183, atom 16 (H): 0.167, atom 17 (H): 0.171, atom 18 (H): 0.472, atom 19 (C): -0.232, atom 20 (O): -0.729, atom 21 (H): 0.162, atom 22 (H): 0.154, atom 23 (H): 0.163, atom 24 (H): 0.481, atom 25 (C): -0.250, atom 26 (O): -0.751, atom 27 (H): 0.172, atom 28 (H): 0.167, atom 29 (H): 0.190, atom 30 (H): 0.472, atom 31 (C): -0.231, atom 32 (O): -0.708, atom 33 (H): 0.174, atom 34 (H): 0.147, atom 35 (H): 0.143, atom 36 (H): 0.474, atom 37 (C): -0.257, atom 38 (O): -0.723, atom 39 (H): 0.160, atom 40 (H): 0.184, atom 41 (H): 0.169, atom 42 (H): 0.467, atom 43 (C): -0.243, atom 44 (O): -0.716, atom 45 (H): 0.157, atom 46 (H): 0.153, atom 47 (H): 0.176, atom 48 (H): 0.473, atom 49 (C): -0.243, atom 50 (O): -0.732, atom 51 (H): 0.159, atom 52 (H): 0.184, atom 53 (H): 0.152, atom 54 (H): 0.479